Density functional theory data (ωB97M-V/def2-TZVPD) for C7H10ClCuN3O2 as an isolated structure at a distorted geometry.

Results
- Kohn-Sham gap: 5.83 eV
- Max |F|: 0.040 hartree/bohr
- DFT total energy: -73146.5987 eV
- Net charge: -1
- HOMO: -2.7 eV

Element x y z (Å)
Cu: -1.5576 2.1560 -0.1544
Cl: -2.7878 4.3264 1.9186
O: -0.2861 0.7671 0.8052
O: -2.2811 0.4398 -0.8048
N: -0.5280 -0.3835 0.2263
N: -1.4815 -0.5647 -0.6366
N: -0.5702 2.2524 -2.3198
C: 1.5150 -1.2045 1.1904
C: 0.3480 -1.4353 0.4521
C: 0.0945 -2.7221 -0.0415
C: -1.7172 4.0444 0.4806
C: 2.4229 -2.2204 1.3913
C: 1.0098 -3.7293 0.1713
C: 2.1810 -3.4877 0.8777
H: -1.0454 1.4721 -2.7511
H: -2.1215 4.7581 -0.2498
H: 0.8224 -4.7218 -0.2156
H: 2.8991 -4.2804 1.0241
H: 3.3315 -2.0341 1.9495
H: -0.7813 3.1109 -2.8048
H: -0.8111 -2.8947 -0.5974
H: -0.7579 4.4636 0.8137
H: 0.4265 2.0957 -2.2944
H: 1.6760 -0.2080 1.5692